Formula: C9H14N3OP
Source: the Open Molecules 2025 dataset
Level of theory: wB97M-V/def2-TZVPD

```
28
Properties=species:S:1:pos:R:3:forces:R:3
C -0.47265 -0.05896 -2.00207 0.527 1.204 -0.800
C -1.70043 -0.67660 -2.12997 -1.228 -1.312 -1.595
C -1.46751 -1.17127 0.44261 1.400 -0.076 0.931
C -2.49987 -0.83882 -3.32527 -0.122 -0.928 2.767
C 2.77497 0.48649 2.02733 -0.593 0.459 0.781
C 1.94577 -0.33022 1.05608 0.972 -0.578 -0.879
C 2.42488 1.98836 1.89819 -2.113 -1.168 -1.004
C 0.22765 1.54250 1.47406 -1.426 -0.912 1.101
C 0.49862 -0.01475 1.31682 -0.771 1.697 1.478
N 0.22060 0.01162 -0.92889 0.490 0.387 0.725
N -3.47443 -1.63656 -3.08955 -1.305 -0.169 -1.338
N -0.37403 -0.43807 0.21196 -0.742 -2.144 0.485
O 1.09568 2.12240 2.46001 -0.189 -0.204 -1.991
P -2.35253 -1.83329 -0.94942 -0.535 1.129 -0.034
H 0.03948 0.60752 -2.74789 -1.026 -1.142 -0.106
H -2.32814 -0.42623 -4.25598 0.475 1.239 -1.856
H 2.35901 0.28808 3.01748 0.767 -0.192 0.428
H 3.84518 0.31347 1.97930 0.066 -0.198 -0.020
H 2.35008 0.05249 0.11404 -0.810 -0.467 -0.370
H 2.03151 -1.46368 1.03962 0.430 1.305 0.361
H 2.98743 2.58241 2.51770 1.828 1.286 1.289
H 2.36545 2.44310 0.87129 0.520 -0.685 0.644
H 0.32074 1.96114 0.42861 -0.099 0.136 1.267
H -0.83099 1.63626 1.93060 1.542 0.026 -1.144
H 0.22744 -0.47211 2.31412 -0.160 0.148 -1.421
H -4.13562 -1.68793 -3.87921 0.423 -0.329 0.399
H -3.74636 -1.68841 -0.51475 1.375 -0.133 -0.553
H -2.33194 -3.29894 -1.27682 0.307 1.623 0.456
```
Forces are in eV/Å.

Its multiplicity is 1. The value obtained for the relative energy (zero: lowest compared OMol25 entry of this formula, charge and spin) is 186.1 kcal per mole. The calculation puts the total energy at -931.9818 Ha. The HOMO-LUMO gap is 8.14 eV.

***

Formula: C9H14N4
Source: the Open Molecules 2025 dataset
Level of theory: wB97M-V/def2-TZVPD

```
27
Properties=species:S:1:pos:R:3:forces:R:3
C 1.63666 -1.41023 -1.27362 -1.013 0.853 -1.874
C 1.25427 -0.08937 -1.36411 2.166 1.395 -0.394
C 0.84341 -2.26535 -0.56740 0.442 0.913 1.335
C -0.36167 -0.33163 0.36693 0.346 -1.195 -0.542
C 0.32517 0.47620 -0.56828 -2.150 1.147 0.529
C -0.04701 -1.67678 0.31602 -1.595 -1.559 1.778
C -1.28544 0.22960 1.38993 3.499 2.488 -1.448
C -0.27046 2.52947 -1.93428 1.782 -0.260 0.532
C 0.93141 2.65740 0.27091 -2.736 0.081 -1.748
N -0.09358 -3.26139 2.16778 -0.989 -0.986 2.258
N -2.07810 -2.61898 1.12042 -1.868 0.740 -0.738
N -0.01758 1.90013 -0.63078 1.183 -1.936 0.992
N -0.88083 -2.65398 1.41142 3.794 2.891 -4.601
H 2.33509 -1.67626 -2.03971 0.603 -0.848 0.177
H 1.88949 0.62268 -1.91142 -0.385 -0.478 -0.255
H 1.15088 -3.25546 -0.56151 -0.149 -1.951 0.313
H -2.25629 0.21988 1.07985 -2.723 -0.198 -0.620
H -1.10138 -0.24669 2.30052 -0.037 -0.430 1.604
H -0.89728 1.28626 1.31570 -1.104 -0.732 1.150
H -0.30321 1.79671 -2.75284 -0.037 0.097 0.345
H -1.23223 3.00642 -1.84486 -0.135 0.698 -0.425
H 0.60948 3.22519 -2.13724 -1.382 -0.400 -0.135
H 1.31462 2.03608 1.04518 0.306 -0.445 0.497
H 1.68289 3.06785 -0.37432 0.841 0.505 0.105
H 0.23647 3.39859 0.65926 0.801 0.671 0.502
H -0.76036 -3.73627 2.83403 1.009 -0.132 -0.392
H -2.62441 -3.23005 1.68242 -0.470 -0.931 1.057
```
Forces are in eV/Å.

Its multiplicity is 1. The value obtained for the relative energy (zero: lowest compared OMol25 entry of this formula, charge and spin) is 106.6 kcal per mole. The calculation puts the total energy at -570.1937 Ha. The HOMO-LUMO gap is 9.37 eV.

***

Formula: C9H14NO2S
Source: the Open Molecules 2025 dataset
Level of theory: wB97M-V/def2-TZVPD

```
27
Properties=species:S:1:pos:R:3:forces:R:3
C 3.49884 1.15752 -0.10357 0.431 3.010 0.044
C 3.28977 0.10234 -0.78570 -0.246 -2.676 -0.573
C -1.95933 1.88484 -0.19391 0.762 -1.263 0.092
C -0.46126 1.53651 -0.35354 0.379 -1.404 -0.306
C -2.73354 0.54880 -0.00089 2.124 -1.168 -0.551
C 0.42371 -2.08573 0.03628 -1.318 -4.767 -0.175
C -1.13062 -2.41683 -0.08918 2.295 -3.591 5.006
C -0.35798 0.08731 0.04751 -0.902 0.033 -0.131
C -1.61940 -0.29113 0.75620 -1.082 0.727 -0.200
N 0.54767 -0.74584 -0.23791 2.462 2.579 -1.649
O -1.79390 -1.69014 0.91958 -0.320 1.701 0.057
O 3.01565 -1.01496 -1.30004 0.037 2.802 0.867
S 2.75100 1.25480 1.55989 2.187 1.239 0.354
H 3.93177 2.16906 -0.53395 -0.884 -2.425 0.612
H -1.88663 2.31377 0.79692 -1.283 1.246 -0.160
H -2.26469 2.41979 -1.08967 -0.411 0.691 0.767
H -0.06915 1.72196 -1.32494 0.033 -0.338 -1.275
H 0.27279 2.07676 0.21505 -0.177 0.688 0.955
H -3.67023 0.59291 0.48231 -0.721 0.501 1.299
H -3.01995 -0.03761 -0.86257 0.425 0.272 -1.027
H 0.86139 -2.47735 0.98360 -0.719 0.874 -0.003
H 1.03461 -2.77979 -0.65678 -0.975 1.290 0.273
H -1.49150 -2.27107 -1.02845 -1.029 0.587 -2.812
H -1.33677 -3.51075 0.29531 0.544 1.905 -1.332
H 3.78730 2.14231 2.15025 -1.714 -1.643 -1.174
H -1.58881 0.29233 1.68863 0.231 -0.947 0.592
H 1.96925 -0.97981 -1.37044 -0.128 0.077 0.451
```
Forces are in eV/Å.

Its multiplicity is 1. Its total charge is +1. The value obtained for the relative energy (zero: lowest compared OMol25 entry of this formula, charge and spin) is 126.9 kcal per mole. The calculation puts the total energy at -954.3242 Ha. The HOMO-LUMO gap is 6.86 eV.

***

Formula: C9H14NS
Source: the Open Molecules 2025 dataset
Level of theory: wB97M-V/def2-TZVPD

```
25
Properties=species:S:1:pos:R:3:forces:R:3
C 2.48226 -0.12763 -0.92363 -5.001 0.599 1.235
C 1.06222 0.10613 1.00096 0.524 2.173 -1.228
C -0.33988 0.74085 -1.89130 2.635 -1.197 -0.558
C 0.15055 -0.78724 1.52593 -1.284 -1.096 0.215
C -1.13307 -0.71700 0.65209 -1.185 2.508 1.188
C -1.53225 0.80049 0.42098 2.338 -1.921 -1.428
C -1.39820 1.21933 -1.08001 -2.161 -1.733 1.758
C -2.78929 0.96561 -1.73949 0.882 1.102 2.730
C 3.15034 -1.03574 1.11432 0.596 0.012 2.812
N 2.13850 -0.26228 0.36789 2.644 0.453 -2.890
S 1.10548 0.09825 -2.19562 -0.853 1.075 -0.038
H 3.43132 -0.19719 -1.28337 2.731 -0.433 -0.508
H 0.55015 -1.75240 1.56571 0.404 -1.960 -0.046
H -0.10525 -0.52537 2.51548 -0.711 0.585 1.196
H -1.16845 -1.20305 -0.27607 0.791 -0.975 -1.237
H -1.86985 -1.19242 1.25654 -0.659 -0.426 0.471
H -2.48292 1.08594 0.72372 -1.739 0.093 0.735
H -0.81550 1.35810 0.96126 0.557 0.907 0.798
H -1.30429 2.25106 -0.98690 0.482 2.250 -0.384
H -3.55974 1.30583 -1.02501 0.197 -0.258 -0.640
H -2.87330 -0.03285 -1.97493 -0.506 -2.371 -0.288
H -2.81520 1.48565 -2.61423 -0.418 1.565 -2.463
H 4.13668 -0.95778 0.60877 -0.880 -0.192 0.326
H 3.27360 -0.56394 2.20539 -0.394 -1.416 -2.358
H 2.70609 -2.06234 1.07150 1.009 0.655 0.602
```
Forces are in eV/Å.

Its multiplicity is 1. Its total charge is +1. The value obtained for the relative energy (zero: lowest compared OMol25 entry of this formula, charge and spin) is 190.1 kcal per mole. The calculation puts the total energy at -803.7060 Ha. The HOMO-LUMO gap (alpha / beta) is 6.64 / 5.83 eV.

***

Formula: C9H14O
Source: the Open Molecules 2025 dataset
Level of theory: wB97M-V/def2-TZVPD

```
24
Properties=species:S:1:pos:R:3:forces:R:3
C 0.66157 2.17864 2.00462 -0.855 -1.789 -0.255
C 1.72679 -1.24749 -0.36717 -1.593 -0.038 0.428
C 1.30203 -1.47715 0.96066 1.086 -0.325 -0.573
C 1.70334 0.01623 -0.95833 1.065 -1.882 -0.117
C 1.13490 -0.32344 1.77475 -1.486 -0.084 1.646
C 1.46794 1.14511 -0.11532 -0.896 0.140 0.155
C 1.04302 0.91485 1.23269 1.492 1.781 -1.255
O 1.89940 -2.33989 -1.19845 0.391 -0.434 -0.853
H 1.12289 -2.47353 1.35528 0.112 0.007 -0.174
H 1.96693 -3.18120 -0.72454 -0.058 0.674 0.339
H 2.04138 0.01265 -2.00594 -0.229 0.505 0.472
H 0.79038 -0.42410 2.82349 0.334 -0.134 -0.497
H 1.28101 2.09710 -0.60595 0.055 0.137 0.264
H 0.99343 2.11478 3.04268 0.234 0.353 -0.066
H -0.44514 2.14381 2.02937 0.328 0.648 0.030
H 1.04839 3.01000 1.42693 -0.086 0.438 0.414
C -2.25617 0.43877 -1.49255 -0.221 -0.060 -0.167
C -2.68896 -1.00210 -1.12005 0.585 0.729 -0.653
H -1.97946 1.03247 -0.62186 -0.024 0.045 -0.060
H -1.41093 0.45090 -2.19246 -0.031 -0.101 0.404
H -3.09010 0.92485 -2.02307 0.208 0.058 0.228
H -2.18914 -1.38646 -0.22886 -0.171 0.164 0.003
H -2.34378 -1.61037 -1.95724 -0.428 -0.419 0.106
H -3.77971 -1.01443 -1.03866 0.188 -0.415 0.182
```
Forces are in eV/Å.

Its multiplicity is 2. Its total charge is -1. The value obtained for the relative energy (zero: lowest compared OMol25 entry of this formula, charge and spin) is 11.4 kcal per mole. The calculation puts the total energy at -426.5062 Ha. The HOMO-LUMO gap (alpha / beta) is 3.12 / 6.97 eV. As for the expectation value of S²: 0.7617.

***

Formula: C9H14O
Source: the Open Molecules 2025 dataset
Level of theory: wB97M-V/def2-TZVPD

```
24
Properties=species:S:1:pos:R:3:forces:R:3
C -0.99907 -1.06733 -1.44119 1.743 0.495 -0.223
C -2.07347 2.58391 -1.76422 2.899 -2.908 2.176
C -1.27816 3.24786 -0.79132 -0.165 -2.448 -1.305
C -1.97475 1.20754 -2.02989 0.816 1.343 1.763
C -1.05964 0.41733 -1.28984 -1.215 -0.238 -2.039
C -0.23140 2.45744 -0.34724 1.638 -0.057 0.434
C -0.09980 1.10295 -0.61474 0.686 0.924 0.889
H -2.78411 3.12944 -2.15593 -3.770 2.561 -2.460
H -1.37888 4.27384 -0.58654 -0.067 1.054 0.233
H -2.65536 0.66399 -2.61585 -1.009 -0.178 -1.079
H 0.62479 2.87636 0.16602 -0.054 0.318 0.406
H -0.49793 -1.32631 -0.51485 -0.283 -0.953 -0.048
H -0.38141 -1.53283 -2.30838 -0.673 0.930 0.843
H 0.73788 0.53342 -0.24581 0.296 0.167 0.267
H -1.98586 -1.43267 -1.49326 -1.031 -0.892 0.034
C 1.81765 -1.61184 2.57639 0.174 -1.561 -1.148
C 1.94260 -1.77634 0.97954 -1.382 -0.460 2.748
O 0.92384 -2.57440 3.16690 -1.552 1.193 -1.031
H 2.83455 -1.96483 2.91822 -0.731 1.646 0.175
H 1.36010 -0.63883 2.87955 1.211 -0.520 -0.244
H 0.97418 -1.89031 0.49075 0.055 -1.097 0.391
H 1.33637 -3.27650 3.61937 1.124 -0.972 0.540
H 2.68917 -2.55235 0.84518 -0.227 -0.004 -0.742
H 2.15872 -0.84953 0.55717 1.516 1.659 -0.580
```
Forces are in eV/Å.

Its multiplicity is 2. Its total charge is -1. The value obtained for the relative energy (zero: lowest compared OMol25 entry of this formula, charge and spin) is 45.5 kcal per mole. The calculation puts the total energy at -426.4518 Ha. The HOMO-LUMO gap (alpha / beta) is 2.12 / 7.91 eV. As for the expectation value of S²: 0.7536.

***

Formula: C9H14O
Source: the Open Molecules 2025 dataset
Level of theory: wB97M-V/def2-TZVPD

```
24
Properties=species:S:1:pos:R:3:forces:R:3
C -0.41977 1.05278 2.69414 0.082 0.295 0.102
C -0.07137 -0.31071 3.27831 0.194 -1.047 -0.390
H -1.10008 1.03369 1.84124 0.059 -0.342 0.071
H -0.87591 1.68613 3.45389 -0.038 0.129 0.040
H 0.47417 1.55966 2.34179 0.095 0.107 -0.031
H 0.98612 -0.58181 3.20778 0.026 0.329 -0.256
H -0.28630 -0.43295 4.33089 -0.349 0.272 0.388
H -0.58137 -1.13224 2.76253 -0.057 0.234 -0.009
C 1.76476 1.53365 -2.24683 -0.287 0.081 -0.100
C 0.21967 -1.51533 -0.48875 -0.449 -0.161 -0.286
C -1.07171 -1.46721 -1.06774 -0.650 0.964 0.567
C 1.12125 -0.45716 -0.86703 0.102 -0.500 0.440
C 0.77306 0.49567 -1.78178 -0.461 0.671 -0.388
C -1.46175 -0.47659 -1.93772 -0.117 -0.236 0.295
C -0.55437 0.56514 -2.30960 0.571 -0.278 -0.157
O -2.14913 -2.17823 -0.49011 0.170 -0.495 -0.252
H 0.42798 -2.24908 0.27865 0.151 0.106 0.105
H 2.04411 -0.36382 -0.29487 0.175 -0.041 -0.373
H -2.52118 -0.42878 -2.17446 0.081 -0.005 -0.128
H -1.90005 -3.09507 -0.31506 0.286 0.193 -0.067
H 1.39020 2.55432 -2.10687 -0.010 0.018 0.293
H 1.89882 1.47102 -3.33815 0.245 -0.234 0.202
H -0.82239 1.32240 -3.04470 0.074 -0.156 0.079
H 2.71523 1.41450 -1.72558 0.106 0.099 -0.145
```
Forces are in eV/Å.

Its multiplicity is 2. Its total charge is -1. The value obtained for the relative energy (zero: lowest compared OMol25 entry of this formula, charge and spin) is 7.7 kcal per mole. The calculation puts the total energy at -426.5121 Ha. The HOMO-LUMO gap (alpha / beta) is 3.05 / 6.98 eV. As for the expectation value of S²: 0.7606.

***

Formula: C9H14O
Source: the Open Molecules 2025 dataset
Level of theory: wB97M-V/def2-TZVPD

```
24
Properties=species:S:1:pos:R:3:forces:R:3
C 1.33218 0.04004 -2.82725 0.102 -0.496 -0.753
C 0.84531 -0.59188 -1.55458 -0.044 -0.418 -0.387
C 1.69387 -0.83995 -0.48576 -0.118 1.929 0.579
C 1.21528 -1.24875 0.75872 0.279 0.462 -0.745
C -0.10555 -1.62920 0.81542 -0.378 -2.103 0.391
O -0.53368 -2.28013 1.95288 0.263 0.553 0.381
C -0.90496 -1.67940 -0.31725 0.028 0.956 -0.344
C -0.46571 -1.05817 -1.48023 0.169 -0.762 0.173
H 2.25387 0.62005 -2.75919 -0.135 0.026 0.357
H 0.56106 0.65505 -3.28882 -0.011 0.168 0.137
H 1.54112 -0.74655 -3.56804 0.001 0.096 0.114
H 2.66574 -0.35867 -0.55301 0.226 -0.502 0.093
H 1.84882 -1.20029 1.63375 -0.087 -0.330 0.031
H -1.44106 -2.57180 1.84783 -0.141 0.065 -0.078
H -1.89288 -2.11929 -0.25591 -0.038 -0.002 -0.028
H -1.08230 -1.08784 -2.37140 -0.111 0.292 0.075
C -0.95996 1.80535 0.83960 -0.661 0.230 -0.593
C -0.94326 2.17689 2.31205 0.771 0.084 -0.112
H -1.44535 0.85878 0.59982 0.101 -0.039 0.230
H -1.52408 2.56483 0.28468 0.039 -0.023 0.049
H 0.02838 1.80146 0.38165 0.139 -0.182 0.206
H -1.92798 2.41574 2.71377 0.048 -0.065 -0.045
H -0.46267 1.42005 2.93610 -0.207 -0.123 -0.050
H -0.29618 3.05368 2.38517 -0.235 0.185 0.321
```
Forces are in eV/Å.

Its multiplicity is 1. The value obtained for the relative energy (zero: lowest compared OMol25 entry of this formula, charge and spin) is 9.9 kcal per mole. The calculation puts the total energy at -426.5570 Ha. Its SMILES is Cc1ccc(O)cc1.CC. The HOMO-LUMO gap is 9.27 eV.

***

Formula: C9H14O
Source: the Open Molecules 2025 dataset
Level of theory: wB97M-V/def2-TZVPD

```
24
Properties=species:S:1:pos:R:3:forces:R:3
C -1.14741 -0.06030 2.51212 0.020 -0.254 0.359
C -0.08372 -0.06187 1.45322 -0.138 0.322 -0.083
C -0.12349 -0.98487 0.42039 0.050 -0.647 0.779
C 0.92068 -1.12527 -0.47566 -0.062 -0.369 -0.135
C 2.00304 -0.27616 -0.38790 0.478 0.705 -0.390
O 3.05761 -0.28033 -1.28796 -0.067 -0.811 0.134
C 2.01680 0.74437 0.55796 -0.486 0.034 -0.677
C 0.98016 0.83217 1.47162 0.476 0.147 0.133
H -0.82543 -0.67232 3.36274 -0.083 -0.031 -0.096
H -2.09375 -0.46257 2.15480 0.028 -0.099 -0.107
H -1.35798 0.91839 2.92257 0.085 0.377 -0.059
H -0.91166 -1.73096 0.45746 -0.101 0.137 -0.353
H 0.87136 -1.91178 -1.21985 0.122 0.081 -0.087
H 3.29335 -1.20185 -1.50065 -0.245 0.582 0.012
H 2.73822 1.54261 0.41892 0.236 -0.268 0.455
H 1.07771 1.59609 2.23108 -0.348 0.101 0.092
C -3.02657 -0.12516 -2.12882 0.281 1.270 1.564
C -3.11759 1.26348 -1.47015 0.300 0.062 0.956
H -3.13966 0.03559 -3.18410 -0.170 -0.735 -0.516
H -2.05380 -0.52537 -1.83721 0.080 -0.117 -0.599
H -3.75478 -0.75583 -1.62763 -0.322 -0.285 -0.601
H -2.73468 1.22978 -0.45095 0.231 -0.240 0.191
H -4.11928 1.65327 -1.30194 -0.236 -0.019 -0.624
H -2.49349 2.01527 -1.94588 -0.130 0.056 -0.350
```
Forces are in eV/Å.

Its multiplicity is 1. The value obtained for the relative energy (zero: lowest compared OMol25 entry of this formula, charge and spin) is 10.1 kcal per mole. The calculation puts the total energy at -426.5566 Ha. Its SMILES is Cc1ccc(O)cc1.CC. The HOMO-LUMO gap is 9.46 eV.

***

Q: Number 7 is which compound?
A: C9H14O